C3H4N2O3 | wB97M-V/def2-TZVPD

Cartesian coordinates (Å):
O -1.1629 -0.8113 2.0986
C -0.6568 -0.6138 0.9957
N -0.5751 -1.3583 -0.1339
C 0.1706 -0.7017 -1.1592
C 0.4468 0.5079 -0.6606
O 1.1299 1.5798 -1.1173
N -0.0115 0.5468 0.6120
O 0.1018 1.5937 1.4956
H -0.8461 -2.3235 -0.2194
H 0.4326 -1.1478 -2.1079
H 1.3964 1.4853 -2.0452
H -0.4257 1.2429 2.2414

Results
SMILES string	O=c1[nH]cc(O)n1O
Kohn-Sham gap	0.3123	hartree
ΔE to the lowest compared entry with this formula, charge and spin	2.258	eV
net charge	0

Results of the natural (NBO) charge analysis, in e, for atoms 1 through 6: atom 1 (O): -0.675, atom 2 (C): 0.701, atom 3 (N): -0.572, atom 4 (C): -0.232, atom 5 (C): 0.418, atom 6 (O): -0.649